# 1
The following is a quantum chemistry calculation of a 2-piece molecular cluster, C5H9OP overall, from OMol25.

Values from the calculation:
Multiplicity   1
LUMO level   -1.22 eV
Frontier orbital gap   8.42 eV
HOMO level   -9.649 eV

Structure (XYZ):
```
16
Properties=species:S:1:pos:R:3:forces:R:3:nbo_charge:R:1
C 0.3788 1.7241 -3.3859 -0.51 -0.96 1.15 -0.4054
C 0.0137 1.1138 -2.4025 -0.13 0.35 3.83 -0.1509
C 0.0843 -1.4315 2.2330 -0.84 0.76 -1.69 -0.2562
C 0.9476 -0.0477 0.3154 0.33 -3.22 0.78 -0.1964
C -0.1495 0.8826 0.0214 0.51 1.72 -1.85 -0.2037
O 0.4430 -1.3069 0.8023 -0.68 -1.03 1.52 -0.5483
P -1.9272 0.4456 -0.0716 0.08 -1.22 0.11 0.3889
H 0.5542 1.8028 -4.3906 0.50 0.68 -1.90 0.2156
H 0.2936 -2.3895 2.6703 0.54 -0.69 -0.54 0.1978
H -0.9950 -1.2795 2.4169 0.33 0.18 -0.42 0.1754
H 0.6197 -0.7022 2.7804 0.65 0.91 0.72 0.1674
H 1.7678 0.2177 1.0453 -0.91 0.73 -0.97 0.2037
H 1.3491 -0.3806 -0.6443 0.52 0.47 0.24 0.2669
H 0.1790 1.8519 0.3928 -0.62 0.52 -0.80 0.2048
H -2.4224 1.7066 -0.2276 -0.08 1.20 -0.65 -0.0190
H -2.2330 0.6519 1.2926 0.31 -0.38 0.47 -0.0406
```
Forces are in eV/Å.

# 2
The following is a quantum chemistry calculation of one molecule with the formula C5H9OP, from OMol25.

Values from the calculation:
Multiplicity   1
LUMO level   0.87 eV
Frontier orbital gap   9.75 eV
SMILES   C#CP(C)CCO
HOMO level   -8.886 eV

Structure (XYZ):
```
16
Properties=species:S:1:pos:R:3:forces:R:3:nbo_charge:R:1
C -3.3621 0.0531 -0.4126 1.37 0.19 -0.24 -0.2019
C -2.2279 0.3886 -0.6668 -0.47 -0.77 -0.34 -0.3710
P -0.5232 0.6761 -1.0964 0.20 0.05 0.91 0.7663
C 0.1789 -0.9879 -1.6380 -5.57 -1.39 2.26 -0.8749
C 0.0504 0.4743 0.6941 1.84 -3.30 -1.57 -0.6732
C 1.5730 0.7788 0.8315 -1.61 -0.69 0.86 -0.0650
O 2.0363 0.7253 2.1647 -1.40 2.12 0.27 -0.7135
H -4.2666 -0.3997 -0.1403 -0.77 0.01 0.15 0.2319
H -0.1419 -1.8242 -0.8814 0.82 1.57 -1.19 0.2186
H -0.2603 -1.2998 -2.5629 0.33 0.06 -0.85 0.2375
H 1.1579 -0.7956 -1.6010 3.93 0.21 -0.36 0.2118
H -0.4575 1.0289 1.3998 -1.30 1.40 1.25 0.2327
H -0.1814 -0.6505 0.8751 0.49 1.87 0.16 0.2069
H 2.1869 0.1119 0.2946 0.49 -0.80 -1.26 0.1570
H 1.6950 1.7560 0.4593 0.48 1.36 -0.40 0.1709
H 2.5424 -0.0354 2.2802 1.18 -1.89 0.33 0.4658
```
Forces are in eV/Å.

# 3
The following is a quantum chemistry calculation of C5H9OP as an isolated structure, from OMol25.

Values from the calculation:
Multiplicity   1
LUMO level   0.28 eV
Frontier orbital gap   9.27 eV
HOMO level   -8.991 eV

Structure (XYZ):
```
16
Properties=species:S:1:pos:R:3:forces:R:3:nbo_charge:R:1
C -0.0081 -1.1996 0.8566 0.40 1.65 0.52 -0.3549
C 0.3426 -0.7780 -0.5052 1.24 1.66 1.25 -0.2999
C -0.7819 0.1816 -0.2323 0.83 -2.84 1.32 -0.3274
C 1.7738 -0.3370 -0.7861 -0.79 1.76 1.17 -0.5933
C -0.5866 1.5483 0.1916 -1.74 0.37 3.62 -0.6859
O -3.3005 0.5438 0.3935 -0.98 1.12 0.56 -1.0468
P -2.4123 -0.5125 -0.0836 0.69 -1.69 -0.69 1.2865
H -0.3032 -2.2208 1.1131 -0.63 0.53 -0.43 0.2360
H 0.5762 -0.7027 1.6886 -0.98 -0.36 -1.09 0.2140
H 0.1777 -1.4640 -1.2295 -1.40 -2.26 -2.05 0.2176
H 2.1644 -1.1543 -1.2850 1.26 -1.21 -1.53 0.2146
H 2.3534 -0.2893 0.1244 0.10 0.44 0.38 0.2078
H 1.8669 0.6199 -1.3295 -0.02 -0.62 0.04 0.2170
H 0.0537 2.1200 -0.3593 2.12 1.28 -1.48 0.2193
H -0.3470 1.6269 1.3137 -0.04 -0.04 -1.63 0.2331
H -1.5693 2.0177 0.1289 -0.06 0.20 0.05 0.2626
```
Forces are in eV/Å.

# 4
The following is a quantum chemistry calculation of a 2-piece molecular cluster, C5H9OP overall, from OMol25.

Values from the calculation:
Multiplicity   1
LUMO level (alpha / beta)   0.25 / 0.36 eV
Frontier orbital gap (alpha / beta)   8.01 / 7.76 eV
HOMO level (alpha / beta)   -7.762 / -7.396 eV

Structure (XYZ):
```
16
Properties=species:S:1:pos:R:3:forces:R:3:nbo_charge:R:1
C 1.1881 1.1407 0.5942 0.49 1.33 -0.62 -0.5500
C -0.0631 1.2006 0.2180 -1.53 -1.91 0.84 0.0655
C -1.3653 -1.0409 0.2831 -2.30 2.62 -1.35 0.3016
C -0.9708 2.2632 -0.2555 2.66 0.31 -1.36 -0.7155
C 0.7532 -2.2089 -0.6265 -2.14 2.69 -0.91 -0.9287
O -2.4371 -1.0749 -0.2394 1.82 0.22 0.92 -0.4942
P -0.2875 -2.3315 0.8390 -0.49 -2.51 0.83 0.5301
H 1.8814 2.0228 0.3900 -0.79 -1.05 0.60 0.2011
H 1.5897 0.2582 1.0593 0.39 -0.24 -0.11 0.2080
H -1.9758 2.2532 0.0741 -0.92 -0.32 0.26 0.2380
H -0.8604 2.2248 -1.3610 -0.73 0.24 0.46 0.2300
H -0.4654 3.1890 0.0636 -0.48 0.14 -0.10 0.2164
H 1.6921 -2.5612 -0.2954 1.39 0.22 -0.27 0.2419
H 0.5243 -1.0731 -0.8906 1.83 -2.05 0.14 0.2600
H 0.3369 -2.7768 -1.4403 0.04 -0.50 -0.20 0.2370
H 0.4594 -1.4853 1.5875 0.77 0.81 0.86 -0.0412
```
Forces are in eV/Å.

Calculated energy above the lowest of the compared OMol25 structures with the same formula, charge and spin (kcal per mole), listed in the same order as above: 171.9, 64.2, 48.9, 112.6
Calculated E (Ha), listed in the same order as above: -612.22300, -612.39455, -612.41901, -612.31752